<i>
{
  "formula": "C6H9NS",
  "method": "the ωB97M-V functional and the def2-TZVPD basis",
  "species": ["H", "H", "H", "H", "C", "C", "C", "C", "N", "H", "C", "H", "H", "C", "S", "H", "H"],
  "positions_angstrom": [[-1.103, 1.047, -0.933], [-2.302, -1.004, 0.929], [-0.188, -1.761, -1.329], [-2.298, 0.952, 2.255], [-1.520, -0.238, 0.844], [0.013, -0.805, -1.017], [-0.488, 0.068, 1.698], [0.783, 0.436, 1.079], [-1.680, 1.085, 1.508], [1.645, -1.594, 0.159], [-1.246, -0.002, -0.646], [-0.329, -0.478, 2.595], [0.676, 1.460, 0.700], [1.086, -0.615, -0.016], [1.527, 0.027, -1.693], [1.533, 0.567, 1.759], [-2.082, -0.271, -1.256]],
  "homo_energy_ev": -8.69,
  "smiles": "C1[C@@H]2S[C@@H]2C[C@@H]2N[C@H]12",
  "multiplicity": 1,
  "e_lumo_ev": 0.9045
}


<ii>
{
  "formula": "C6H9NS",
  "method": "the ωB97M-V functional and the def2-TZVPD basis",
  "species": ["C", "H", "H", "H", "C", "H", "C", "C", "C", "H", "H", "H", "H", "N", "S", "H", "C"],
  "positions_angstrom": [[0.996, 1.684, 0.345], [1.247, -0.237, -1.769], [0.554, -0.686, 2.502], [-0.746, 0.570, -1.492], [-0.132, -1.770, 0.762], [-0.489, -2.674, 1.091], [0.514, 0.217, 0.125], [-0.157, -1.406, -0.695], [0.225, -0.658, 1.411], [0.204, 2.280, 0.942], [1.151, 2.214, -0.595], [-0.490, -2.103, -1.456], [1.999, 1.735, 0.799], [1.167, -0.689, -0.807], [-2.429, 0.167, 0.153], [-2.802, 1.326, -0.667], [-0.811, 0.029, -0.648]],
  "homo_energy_ev": -8.88,
  "multiplicity": 1,
  "e_lumo_ev": 0.7151
}


<iii>
{
  "formula": "C6H9NS",
  "method": "the ωB97M-V functional and the def2-TZVPD basis",
  "species": ["H", "S", "C", "H", "H", "H", "N", "C", "H", "H", "H", "C", "H", "C", "C", "H", "C"],
  "positions_angstrom": [[0.148, -0.227, 2.033], [2.845, -0.510, -0.135], [0.187, 0.012, 0.928], [-2.807, -0.962, 0.704], [-0.223, -0.158, -2.098], [0.609, -1.662, -0.376], [-1.983, -1.197, 0.077], [0.343, 1.528, -0.619], [1.236, 2.008, 1.398], [-2.483, -1.429, -0.879], [2.974, -1.832, 0.596], [0.926, -0.657, -0.169], [-1.694, 0.966, -0.029], [-0.133, 0.227, -1.165], [0.537, 1.345, 0.732], [0.629, 2.487, -1.010], [-1.111, 0.060, 0.013]],
  "homo_energy_ev": -8.46,
  "smiles": "N[C@@H]1[C@H]2C=C[C@@H]1[C@@H]2S",
  "multiplicity": 1,
  "e_lumo_ev": 0.8496
}


Energy ordering: <i> at the bottom, the next structure 91.9 kJ/mol above.


<i>
{
  "formula": "C2H9NO",
  "method": "the ωB97M-V functional and the def2-TZVPD basis",
  "species": ["H", "H", "H", "C", "H", "H", "H", "C", "N", "H", "H", "H", "O"],
  "positions_angstrom": [[0.085, -0.330, 0.802], [-0.095, 0.988, -2.477], [0.934, 2.136, -0.495], [0.285, 0.394, -1.635], [-0.735, 1.605, -0.171], [1.286, 0.028, -1.901], [-0.320, -1.160, 2.607], [0.288, 1.254, -0.363], [-0.566, -1.386, 1.660], [-0.052, -2.162, 1.275], [-0.356, -0.487, -1.539], [-1.559, -1.442, 1.479], [0.805, 0.561, 0.758]],
  "homo_energy_ev": -8.88,
  "smiles": "CCO.N",
  "multiplicity": 1,
  "e_lumo_ev": 0.7505
}


<ii>
{
  "formula": "C2H9NO",
  "method": "the ωB97M-V functional and the def2-TZVPD basis",
  "species": ["N", "H", "C", "C", "H", "H", "H", "H", "O", "H", "H", "H", "H"],
  "positions_angstrom": [[1.953, -0.075, -1.730], [-0.923, 0.993, 1.580], [-0.744, 1.183, 0.559], [-0.687, -1.226, 0.854], [1.608, 0.748, -1.133], [-1.720, -1.418, 0.769], [1.995, 0.093, -2.725], [1.233, -0.698, -1.387], [-0.391, -0.090, -0.082], [-0.071, 2.034, 0.544], [-0.441, -0.918, 1.916], [-1.707, 1.495, 0.063], [-0.105, -2.121, 0.771]],
  "homo_energy_ev": -9.28,
  "smiles": "COC.N",
  "multiplicity": 1,
  "e_lumo_ev": 0.9685
}


<iii>
{
  "formula": "C2H9NO",
  "method": "the ωB97M-V functional and the def2-TZVPD basis",
  "species": ["H", "H", "O", "C", "C", "H", "H", "H", "H", "H", "N", "H", "H"],
  "positions_angstrom": [[-0.961, -1.496, -0.459], [1.718, -0.596, -0.927], [-1.431, 3.117, -0.095], [0.075, -1.387, -0.083], [0.117, -0.370, 1.037], [1.170, -0.242, 1.341], [-0.273, 0.605, 0.700], [0.718, -1.353, -1.983], [-0.619, 3.127, 0.461], [-0.465, -0.697, 1.916], [0.734, -0.689, -1.201], [-1.286, 2.382, -0.733], [0.502, -2.402, 0.027]],
  "homo_energy_ev": -9.75,
  "smiles": "CCN.O",
  "multiplicity": 1,
  "e_lumo_ev": 0.9954
}


Energy ordering: <iii> at the bottom, the next structure 34.3 kJ/mol above.


<i>
{
  "formula": "C2H9NO",
  "method": "the ωB97M-V functional and the def2-TZVPD basis",
  "species": ["H", "O", "H", "H", "H", "C", "H", "H", "H", "C", "H", "H", "N"],
  "positions_angstrom": [[1.052, 1.744, 0.257], [0.487, 1.379, 1.220], [-0.705, -0.526, -1.185], [-1.252, 0.625, 1.323], [1.258, -0.524, 0.149], [-0.845, 1.585, 0.926], [-0.724, -1.954, -0.031], [-1.055, 1.772, -0.157], [-1.196, 2.374, 1.446], [-0.158, -1.382, -0.944], [1.845, -1.931, -0.521], [0.012, -2.146, -1.729], [1.281, -1.015, -0.752]],
  "homo_energy_ev": -9.53,
  "smiles": "CN.CO",
  "multiplicity": 1,
  "e_lumo_ev": 0.7839
}


<ii>
{
  "formula": "C2H9NO",
  "method": "the ωB97M-V functional and the def2-TZVPD basis",
  "species": ["H", "H", "H", "C", "H", "O", "H", "H", "N", "H", "H", "H", "C"],
  "positions_angstrom": [[-0.070, -0.474, -1.646], [1.795, -0.082, 0.968], [1.778, 1.209, -0.620], [-0.443, 0.472, -1.254], [-0.451, -2.075, 1.430], [-0.103, 0.715, 0.206], [-1.568, 0.556, -1.532], [0.136, 1.359, -1.635], [-1.327, -1.586, 1.250], [1.551, 1.749, 1.071], [-1.063, -0.653, 0.971], [-1.592, -2.055, 0.399], [1.358, 0.864, 0.393]],
  "homo_energy_ev": -9.55,
  "smiles": "COC.N",
  "multiplicity": 1,
  "e_lumo_ev": 0.8867
}


<iii>
{
  "formula": "C2H9NO",
  "method": "the ωB97M-V functional and the def2-TZVPD basis",
  "species": ["H", "H", "H", "H", "C", "H", "H", "H", "N", "H", "H", "C", "O"],
  "positions_angstrom": [[-0.911, 0.770, 1.159], [-1.169, -0.955, -0.170], [1.857, 0.252, 1.373], [2.632, 1.211, 0.094], [0.480, 0.672, -0.225], [-0.030, 1.546, -0.628], [1.447, 2.064, 0.967], [0.537, -0.008, -1.085], [-0.568, -0.052, 0.671], [-0.032, -0.621, 1.319], [-2.271, -1.667, -1.307], [1.684, 1.043, 0.633], [-1.326, -1.555, -1.098]],
  "homo_energy_ev": -9.43,
  "multiplicity": 1,
  "e_lumo_ev": 0.8803
}


Energy ordering: <iii> at the bottom, the next structure 85.2 kJ/mol above.